[1]
{
  "formula": "C4H9O",
  "method": "ωB97M-V/def2-TZVPD",
  "species": ["C", "O", "H", "H", "H", "C", "C", "C", "H", "H", "H", "H", "H", "H"],
  "positions_angstrom": [[-0.435730, -0.230440, -2.559482], [0.439543, -0.356857, -1.536475], [-0.894983, 0.796232, -2.650317], [-0.005060, -0.433968, -3.571676], [-1.340472, -0.893876, -2.495645], [0.857531, -0.792027, 1.680917], [-0.028297, 0.413462, 1.842278], [-0.406257, 1.159276, 0.811657], [0.387353, -1.696626, 2.078126], [1.051684, -0.930263, 0.615247], [1.806060, -0.624701, 2.189012], [-0.333748, 0.696340, 2.852530], [-1.001792, 2.056296, 0.954407], [-0.095832, 0.837152, -0.210579]],
  "forces_ev_per_angstrom": [[-0.06, 0.12, 0.21], [0.04, -0.12, -0.20], [0.08, -0.01, -0.06], [-0.03, 0.01, -0.06], [0.08, -0.10, -0.03], [-0.24, 0.21, -0.26], [-0.04, 0.18, 0.15], [0.19, -0.06, -0.42], [0.09, 0.00, 0.08], [-0.06, -0.09, -0.06], [0.15, -0.13, 0.20], [0.05, -0.10, 0.02], [-0.08, -0.03, 0.11], [-0.15, 0.09, 0.32]],
  "nbo_charge": [-0.192, -0.979, 0.068, 0.082, 0.074, -0.668, -0.213, -0.422, 0.185, 0.282, 0.183, 0.154, 0.158, 0.287],
  "de_lowest_kj_mol": 74.9,
  "e_tot_ev": -6339.992,
  "homo_ev": -2.34,
  "charge": -1,
  "homo_lumo_gap_ev": 6.743
}

=====

[2]
{
  "formula": "C35H58N3O24P3",
  "method": "ωB97M-V/def2-TZVPD",
  "species": ["O", "N", "O", "C", "C", "C", "C", "C", "C", "H", "H", "H", "H", "H", "O", "N", "O", "C", "C", "C", "C", "C", "C", "H", "H", "H", "H", "H", "O", "N", "O", "C", "C", "C", "C", "C", "C", "H", "H", "H", "H", "H", "C", "O", "P", "O", "O", "C", "O", "C", "H", "H", "H", "H", "H", "H", "H", "H", "H", "C", "O", "P", "O", "O", "C", "O", "C", "H", "H", "H", "H", "H", "H", "H", "H", "H", "C", "O", "P", "O", "O", "C", "O", "C", "H", "H", "H", "H", "H", "H", "H", "H", "H", "C", "C", "O", "C", "O", "O", "C", "H", "H", "H", "H", "H", "H", "H", "H", "C", "C", "O", "C", "O", "O", "C", "H", "H", "H", "H", "H", "H", "H", "H"],
  "positions_angstrom": [[0.576112, -1.308868, 0.573034], [0.812514, -0.262532, 0.003280], [1.858631, 0.324514, 0.063886], [-0.305926, 0.336006, -0.730929], [-1.621375, -0.047447, -0.464455], [-2.620014, 0.404448, -1.299422], [-2.332802, 1.316591, -2.303944], [-1.036475, 1.781909, -2.501292], [-0.024583, 1.288563, -1.688130], [-1.842518, -0.754803, 0.323123], [-3.668929, 0.205810, -1.133418], [-3.134825, 1.700371, -2.922073], [-0.915394, 2.496853, -3.304147], [0.987781, 1.638454, -1.849247], [-2.167873, -6.315669, 4.526879], [-2.310686, -5.601709, 3.557647], [-3.320160, -4.985397, 3.309953], [-1.153964, -5.454724, 2.663196], [0.073783, -5.973637, 3.036601], [1.189370, -5.756385, 2.229887], [1.027045, -5.070816, 1.015516], [-0.193816, -4.524071, 0.675433], [-1.280584, -4.717346, 1.518656], [0.184473, -6.494233, 3.976787], [2.146534, -6.088636, 2.601903], [1.850238, -5.010023, 0.313605], [-0.354863, -3.925470, -0.209814], [-2.259668, -4.339206, 1.249865], [-4.875698, -2.342092, -0.270304], [-5.317610, -2.614780, -1.371929], [-5.614465, -1.797506, -2.217800], [-5.439056, -4.033386, -1.720137], [-4.742994, -4.969300, -0.956887], [-4.859591, -6.308860, -1.247437], [-5.652959, -6.702953, -2.324056], [-6.312182, -5.759325, -3.093867], [-6.224758, -4.399958, -2.795947], [-4.013898, -4.582791, -0.258522], [-4.291638, -7.043408, -0.693517], [-5.763969, -7.757778, -2.536934], [-6.898271, -6.122539, -3.927223], [-6.806132, -3.678487, -3.349714], [3.108927, 1.754946, 5.398036], [2.021621, 0.816591, 5.406294], [2.284678, -0.511906, 4.554765], [2.573719, -0.248528, 3.142884], [3.373728, -1.264831, 5.456637], [3.160302, -1.350430, 6.875811], [0.904897, -1.276636, 4.820466], [0.437511, -2.289858, 3.926102], [4.059005, 1.384573, 5.022721], [3.259041, 2.043406, 6.441890], [2.773501, 2.659414, 4.896259], [2.219432, -0.898180, 7.177125], [3.963068, -0.836304, 7.402383], [3.201325, -2.410309, 7.112165], [-0.553241, -2.537944, 4.309987], [1.034423, -3.202174, 3.966199], [0.353602, -1.910226, 2.909197], [7.047712, -2.919721, -2.124083], [5.778485, -3.552231, -2.112790], [5.156691, -4.101427, -0.733229], [6.105024, -4.613232, 0.268213], [4.055190, -5.152744, -1.204895], [4.066362, -5.654437, -2.547306], [4.279128, -2.879475, -0.208610], [3.546971, -2.023943, -1.058365], [7.742422, -3.465428, -2.765440], [7.486635, -2.922350, -1.122452], [6.981821, -1.890577, -2.478865], [4.014248, -4.851294, -3.276834], [3.239525, -6.358842, -2.634741], [4.948201, -6.269957, -2.750231], [2.488765, -2.302889, -1.037107], [3.847558, -2.030084, -2.109706], [3.632897, -0.998647, -0.707538], [0.473621, 4.896974, -1.528468], [-0.696139, 5.087274, -2.311267], [-0.700173, 5.946508, -3.651016], [0.408119, 5.758688, -4.597206], [-0.936478, 7.464649, -3.205191], [0.133902, 8.343423, -2.851313], [-2.082898, 5.513547, -4.322637], [-3.380152, 5.613624, -3.738886], [1.354552, 5.357657, -1.978139], [0.742296, 3.846236, -1.399853], [0.306838, 5.251996, -0.512673], [0.066596, 9.192342, -3.533449], [1.117821, 7.894967, -2.970518], [-0.062649, 8.728599, -1.852603], [-3.794569, 4.620620, -3.556127], [-3.987528, 6.093842, -4.504559], [-3.404143, 6.156872, -2.795150], [-2.749115, 4.004959, -0.064800], [-3.667539, 3.609543, 1.086035], [-4.070487, 2.272262, 0.772975], [-5.086154, 1.738235, 1.453998], [-5.680406, 2.275977, 2.356117], [-5.319746, 0.536690, 0.954451], [-6.458234, -0.199300, 1.320779], [-2.287998, 4.976890, 0.109622], [-3.392133, 4.045847, -0.940978], [-1.944874, 3.271975, -0.098418], [-4.544183, 4.257737, 1.093643], [-3.169409, 3.625307, 2.054527], [-7.361154, 0.402239, 1.172012], [-6.456549, -0.539611, 2.356127], [-6.587725, -1.053489, 0.667775], [3.916549, 1.918575, -1.758642], [3.829409, 2.800456, -0.513693], [4.322583, 4.072867, -0.874735], [3.872364, 5.126859, -0.204713], [3.094220, 5.116335, 0.694328], [4.466551, 6.194116, -0.749768], [3.798763, 7.420274, -0.547493], [4.946377, 1.938115, -2.131081], [3.370570, 2.383707, -2.583131], [3.630727, 0.879329, -1.621406], [4.413384, 2.351555, 0.290698], [2.775373, 2.819007, -0.226062], [2.785663, 7.350200, -0.949400], [4.341197, 8.246786, -0.998566], [3.711010, 7.705015, 0.505767]],
  "forces_ev_per_angstrom": [[0.05, -0.51, -0.05], [-1.06, 0.04, 0.84], [0.65, 0.48, -0.34], [-0.59, 0.39, -0.22], [0.47, -0.79, -0.14], [-0.47, 0.88, -0.01], [0.36, 0.07, -0.10], [-0.89, -0.38, 0.09], [0.48, 0.43, -0.74], [0.09, 0.05, 0.05], [0.08, -0.50, 0.26], [-0.01, -0.06, -0.02], [0.58, 0.08, 0.18], [0.07, -0.25, 0.13], [0.03, -0.24, 0.19], [0.33, -0.17, 0.28], [-0.34, 0.23, -0.36], [0.46, -0.01, 0.16], [0.55, 0.06, 0.26], [-0.93, 0.24, -0.12], [0.58, -0.36, 0.11], [-0.48, -0.12, 0.35], [-0.66, 0.31, -0.73], [-0.12, -0.03, 0.00], [0.14, -0.13, -0.35], [0.16, 0.25, 0.20], [0.26, -0.11, -0.13], [0.10, 0.17, 0.12], [-0.02, -0.05, -0.10], [0.55, -0.07, -0.02], [-0.24, 0.13, 0.00], [-0.13, -0.49, 0.01], [0.43, 0.80, -0.26], [-0.01, -0.15, -0.39], [0.06, 0.04, 0.39], [-0.04, -0.10, -0.01], [-0.23, -0.45, 0.06], [-0.29, -0.19, 0.37], [-0.04, 0.03, 0.09], [0.03, 0.02, -0.13], [-0.13, 0.26, -0.03], [0.19, 0.13, -0.04], [-0.44, 0.73, 1.08], [0.15, -0.41, -0.33], [-1.02, 0.40, 0.21], [0.60, -0.62, 0.47], [-0.06, 0.27, -0.80], [0.15, -0.23, -0.08], [0.84, 0.41, 0.24], [-0.64, -0.11, 0.14], [-0.17, -0.20, -0.35], [0.11, -0.09, -0.01], [0.19, -0.13, -0.40], [-0.12, -0.16, -0.04], [0.12, 0.03, -0.18], [-0.16, 0.02, 0.23], [0.00, -0.02, -0.18], [0.25, 0.18, -0.05], [0.19, -0.05, 0.01], [0.98, 0.10, 0.44], [-0.53, -0.62, 0.22], [0.15, 0.45, 0.54], [-0.58, 0.47, -0.72], [0.32, 0.31, -0.59], [0.08, -0.88, -0.10], [0.83, -0.52, 0.22], [-0.87, 0.40, -0.59], [-0.26, -0.07, -0.10], [-0.09, 0.07, -0.06], [-0.31, -0.08, -0.01], [-0.16, -0.02, 0.01], [-0.25, 0.38, 0.03], [0.19, 0.33, 0.18], [0.09, -0.01, 0.16], [0.36, -0.30, 0.14], [0.09, -0.22, 0.29], [0.77, -0.16, 0.53], [-0.13, -0.12, -0.25], [-0.44, 0.00, -1.11], [-0.11, 0.00, 0.85], [-0.26, -0.81, 0.04], [-0.34, 0.58, -0.43], [0.90, 0.27, 0.74], [-0.28, -0.08, -0.19], [-0.11, 0.26, 0.01], [-0.46, -0.11, -0.39], [-0.03, 0.38, -0.12], [0.14, -0.04, -0.01], [-0.04, -0.16, 0.16], [0.24, -0.25, 0.15], [0.23, -0.08, -0.06], [-0.18, 0.15, 0.29], [0.16, 0.21, -0.12], [-0.28, -0.02, 1.02], [0.12, 0.33, -0.29], [-0.06, -0.47, -0.16], [-0.36, 0.63, 0.64], [0.02, -0.22, -0.24], [0.83, -0.51, -0.81], [-1.58, 0.29, 0.47], [-0.18, 0.10, -0.01], [0.52, -0.15, -0.38], [-0.06, -0.06, -0.56], [-0.04, -0.07, 0.30], [-0.08, 0.01, 0.06], [0.14, 0.16, 0.19], [0.31, 0.12, 0.03], [0.61, 0.00, -0.11], [0.99, 0.76, -0.57], [-0.79, -1.73, -0.38], [0.27, 0.19, -0.16], [0.79, -0.22, -0.75], [-0.84, 0.22, 0.68], [0.24, 0.23, -0.19], [-0.65, 0.77, 0.79], [0.06, -0.19, 0.18], [-0.39, -0.17, 0.13], [-0.20, 0.22, 0.22], [-0.02, 0.29, 0.15], [0.20, 0.41, 0.35], [0.06, 0.15, -0.09], [0.21, -0.42, -0.46], [0.02, -0.44, 0.05]],
  "lowdin_charge": [0.061, -0.328, 0.075, -0.130, 0.016, -0.063, -0.066, -0.060, -0.015, 0.122, 0.094, 0.112, 0.110, 0.099, 0.078, -0.358, 0.079, -0.165, -0.012, -0.045, -0.047, -0.062, -0.015, 0.118, 0.112, 0.095, 0.106, 0.104, 0.065, -0.340, 0.086, -0.143, 0.001, -0.057, -0.069, -0.064, 0.005, 0.102, 0.111, 0.108, 0.108, 0.120, -0.098, -0.232, 0.380, -0.213, -0.220, -0.087, -0.214, -0.080, 0.089, 0.087, 0.090, 0.085, 0.089, 0.090, 0.091, 0.086, 0.065, -0.093, -0.251, 0.390, -0.225, -0.218, -0.093, -0.191, -0.104, 0.090, 0.087, 0.089, 0.084, 0.089, 0.092, 0.082, 0.092, 0.061, -0.088, -0.228, 0.374, -0.225, -0.220, -0.088, -0.207, -0.092, 0.084, 0.066, 0.095, 0.091, 0.077, 0.090, 0.079, 0.091, 0.086, -0.055, -0.195, 0.012, -0.597, 0.134, -0.004, -0.049, 0.079, 0.074, 0.074, 0.126, 0.131, 0.102, 0.104, 0.067, -0.061, -0.215, 0.044, -0.621, 0.147, 0.010, -0.052, 0.080, 0.080, 0.043, 0.137, 0.104, 0.080, 0.096, 0.098],
  "de_lowest_kj_mol": 0.0,
  "e_tot_ev": -118710.902,
  "homo_ev": -9.92,
  "charge": 0,
  "smiles": "O=[N+]([O-])c1ccccc1.O=[N+]([O-])c1ccccc1.O=[N+]([O-])c1ccccc1.COP(=O)(OC)OC.COP(=O)(OC)OC.COP(=O)(OC)OC.CCOC(=O)OC.CCOC(=O)OC",
  "homo_lumo_gap_ev": 9.192
}

=====

[3]
{
  "formula": "C3H6NOS",
  "method": "ωB97M-V/def2-TZVPD",
  "species": ["C", "C", "C", "N", "O", "S", "H", "H", "H", "H", "H", "H"],
  "positions_angstrom": [[-1.576200, -0.433469, 0.027966], [1.081826, -0.681018, -1.546155], [0.269446, 0.811722, 1.372209], [-0.332119, 0.271468, 0.058143], [-2.031040, -1.439616, 0.277652], [-1.788022, 1.148235, -0.499392], [1.955894, -0.523524, -1.009970], [0.572875, -1.570629, -1.309320], [0.870873, -0.279932, -2.472113], [1.055077, 0.164110, 1.695951], [0.463074, 1.882591, 1.297239], [-0.541683, 0.650058, 2.107792]],
  "forces_ev_per_angstrom": [[1.21, 2.73, -0.20], [-1.93, -0.21, 2.54], [-2.21, -0.81, -0.23], [2.43, 0.12, -0.90], [-1.38, -3.95, 0.92], [-0.29, 1.28, -0.74], [1.54, 0.64, 0.70], [-0.47, -1.13, 0.16], [-0.43, 1.43, -1.65], [0.86, -0.07, -0.16], [0.34, -0.37, -0.25], [0.33, 0.33, -0.19]],
  "nbo_charge": [0.510, -0.012, -0.413, -0.484, -0.399, 0.465, 0.208, 0.202, 0.210, 0.238, 0.245, 0.230],
  "de_lowest_kj_mol": 403.4,
  "e_tot_ev": -17569.239,
  "homo_ev": [-14.74, -14.74],
  "charge": 1,
  "homo_lumo_gap_ev": [7.859, 7.857]
}

=====

[4]
{
  "formula": "C3H6InO3",
  "method": "ωB97M-V/def2-TZVPD",
  "species": ["In", "C", "O", "C", "O", "O", "C", "H", "H", "H", "H", "H", "H"],
  "positions_angstrom": [[-0.032963, 4.398648, -0.340449], [1.704713, -1.514389, -0.505004], [1.596743, -0.221795, 0.028667], [0.442786, 0.393466, 0.231257], [0.550354, 1.623794, 0.494252], [-0.623156, -0.314426, 0.111691], [-1.934762, 0.186640, 0.467288], [0.918196, -2.159904, -0.054789], [2.711397, -1.892730, -0.286585], [1.600624, -1.488619, -1.628360], [-2.136773, 0.025972, 1.522820], [-2.687939, -0.271172, -0.189911], [-2.109219, 1.234515, 0.149122]],
  "forces_ev_per_angstrom": [[0.11, 0.25, -0.09], [0.62, 0.16, 2.39], [1.35, -0.46, -1.11], [-1.23, 0.38, 0.14], [-0.13, -0.99, 0.22], [0.50, 0.55, -0.29], [-1.74, 0.38, -0.72], [-0.69, -0.06, -0.67], [0.24, 0.40, -0.27], [-0.49, -0.07, -0.54], [0.21, 0.05, 0.15], [0.54, -0.72, 0.31], [0.73, 0.12, 0.48]],
  "nbo_charge": [1.428, -0.268, -0.133, 0.954, -0.250, -0.349, -0.283, 0.334, 0.330, 0.415, 0.286, 0.294, 0.241],
  "de_lowest_kj_mol": 112.0,
  "e_tot_ev": -14481.938,
  "homo_ev": -24.57,
  "charge": 3,
  "homo_lumo_gap_ev": 3.755
}